The following is a DFT calculation (the ωB97M-V functional and the def2-TZVPD basis) of C38H40N3O2P3ReS2 as an isolated structure.

2S+1 = 4
⟨S²⟩ = 3.8051
LUMO level (alpha / beta) = -6.355 / -6.343 eV
Total charge = +2
Energy above the lowest of the compared OMol25 structures with the same formula, charge and spin = 14.0 kcal per mole

XYZ file:
```
89
C38H40N3O2P3ReS2 | the OMol25 dataset | the ωB97M-V functional and the def2-TZVPD basis
Re 0.19200 -0.05741 0.11151
C 2.70148 -1.69534 -1.70999
P 2.15586 -1.48123 0.02152
C 2.28063 -3.17178 0.69608
C 3.53214 -0.54239 0.74939
C 4.62778 -1.14831 1.35023
C 5.66338 -0.37478 1.84657
C 5.62319 1.00363 1.71579
C 4.53295 1.61598 1.12040
C 3.47216 0.85200 0.65131
P 1.95863 1.62398 -0.00895
C 2.45622 2.32826 -1.62018
C 1.75656 3.11618 1.01302
H 3.62790 -2.26549 -1.74098
H 2.85657 -0.72741 -2.18232
H 1.92284 -2.22759 -2.25405
H 3.22601 -3.61339 0.38828
H 1.46235 -3.77066 0.29979
H 2.20612 -3.15188 1.78194
H 4.68070 -2.22118 1.43808
H 6.50043 -0.84783 2.33502
H 6.43579 1.60361 2.09416
H 4.51499 2.69258 1.03875
H 3.37592 2.89465 -1.47458
H 1.66456 2.98775 -1.97089
H 2.63053 1.55397 -2.36356
H 2.59981 3.78510 0.84811
H 1.70410 2.84819 2.06761
H 0.84143 3.62605 0.72012
O -0.73108 4.19743 -0.81096
C -1.72793 4.45084 0.07580
C -2.23492 5.73809 0.21907
C -3.23210 6.00576 1.13712
C -3.75137 4.98196 1.92105
C -3.25677 3.70416 1.79326
C -2.23531 3.41140 0.87915
C -1.71374 2.05521 0.80481
O -0.77056 1.73010 -0.01159
N -2.21261 1.12519 1.60270
N -1.53441 -0.00214 1.53932
C -1.88365 -1.09426 2.15404
S -0.79238 -2.43078 1.77392
C -3.65547 -3.66185 1.63493
C -3.42007 -3.16757 3.06707
S -3.29201 -1.33010 3.13760
H -0.56172 4.99389 -1.33415
H -1.83940 6.52927 -0.40496
H -3.60208 7.01111 1.25416
H -4.54093 5.18341 2.62632
H -3.63674 2.89955 2.39906
H -4.67204 -4.04849 1.53640
H -3.59091 -2.79710 0.97143
H -2.51919 -3.57844 3.52169
H -4.25852 -3.38711 3.72581
N -0.65426 -2.09117 0.09389
P -1.77805 -2.83229 -0.89683
C -2.21169 -4.48190 -0.31265
C -2.65730 -4.73980 1.11023
C -3.18102 -6.12715 1.29538
C -3.11566 -7.08465 0.34065
C -2.60618 -6.79096 -0.94034
C -2.18437 -5.50232 -1.24198
C -3.30405 -1.87690 -1.15531
C -4.50493 -2.54029 -1.39951
C -5.64482 -1.80728 -1.67391
C -5.59040 -0.42143 -1.70914
C -4.39133 0.23811 -1.48230
C -3.24508 -0.48918 -1.21663
C -0.97961 -2.85799 -2.51800
C 0.12612 -3.68268 -2.72176
C 0.77025 -3.68162 -3.94735
C 0.30665 -2.87297 -4.97384
C -0.79846 -2.06033 -4.77647
C -1.44056 -2.04383 -3.54938
H -1.76189 -4.67898 1.75701
H -3.58903 -6.34538 2.26944
H -3.48029 -8.08171 0.53750
H -2.58327 -7.55827 -1.69800
H -1.85893 -5.28692 -2.25124
H -4.53790 -3.62178 -1.37132
H -6.57719 -2.31609 -1.85990
H -6.48099 0.14687 -1.93081
H -4.34621 1.31711 -1.52068
H -2.28988 0.01109 -1.07952
H 0.46481 -4.33015 -1.92442
H 1.63336 -4.31033 -4.10459
H 0.80614 -2.88074 -5.93040
H -1.16811 -1.44334 -5.58146
H -2.29862 -1.40305 -3.40702
```


The following is a DFT calculation (the ωB97M-V functional and the def2-TZVPD basis) of C38H41BrCsN7OS4 as an isolated structure.

2S+1 = 1
LUMO level = 3.533 eV
Total charge = -2
Energy above the lowest of the compared OMol25 structures with the same formula, charge and spin = 28.8 kcal per mole

XYZ file:
```
93
C38H41BrCsN7OS4 | the OMol25 dataset | the ωB97M-V functional and the def2-TZVPD basis
Cs -0.63946 -0.39188 0.19756
S -2.81470 1.62580 -1.50818
C -3.36612 0.99761 -3.02301
C -3.80752 1.87585 -4.04051
C -4.26048 1.44144 -5.26580
C -4.31041 0.08111 -5.56824
C -3.89359 -0.81133 -4.59654
C -3.44020 -0.38012 -3.34988
S -2.89423 -1.65329 -2.23401
C -4.36320 -1.93211 -1.19940
C -4.65014 -0.89286 -0.14793
C -5.61797 0.07887 -0.37235
C -5.87665 0.99215 0.62934
C -5.17235 0.89760 1.81610
C -4.22816 -0.11257 1.96819
C -3.46668 -0.24375 3.26337
S -1.94003 0.73527 3.12086
C -0.90034 0.29427 4.48304
C -0.39405 1.37351 5.20986
C 0.58249 1.20481 6.17726
C 1.03160 -0.09086 6.43778
C 0.51538 -1.16272 5.74441
C -0.45712 -1.03074 4.72507
S -0.98180 -2.40847 3.82533
N -3.97640 -0.99783 0.99773
H -3.76719 2.93629 -3.82424
H -4.57426 2.17414 -6.00282
H -4.65215 -0.27068 -6.53358
H -3.90443 -1.87768 -4.79041
H -4.17252 -2.88276 -0.69689
H -5.22501 -2.05321 -1.85845
H -6.11191 0.13385 -1.33347
H -6.60283 1.78184 0.48038
H -5.33857 1.59518 2.62678
H -3.18936 -1.28177 3.44873
H -4.06969 0.14917 4.08425
H -0.78184 2.36239 4.99177
H 0.97432 2.05667 6.72003
H 1.79968 -0.26459 7.18465
H 0.87915 -2.16439 5.94283
Br 5.37052 -1.60475 5.24562
C 3.93401 -1.23240 4.04661
C 3.62777 0.07958 3.74519
C 2.56153 0.28573 2.87858
N 1.84601 -0.69501 2.34878
C 2.16547 -1.95175 2.64436
C 3.21389 -2.27503 3.50031
H 4.17969 0.90904 4.16235
H 2.27859 1.29483 2.59871
H 1.55264 -2.72258 2.19782
H 3.43618 -3.30658 3.73257
C 1.45242 -4.79416 -3.06660
N 1.62331 -4.60797 -1.64582
C 0.65789 -4.10354 -0.80966
N -0.60553 -4.02076 -1.36187
O 0.92097 -3.79142 0.33562
H 2.29043 -5.37375 -3.45377
H 1.40747 -3.84601 -3.61489
H 0.54406 -5.36456 -3.26446
H 2.54982 -4.44154 -1.29266
H -0.63825 -3.76161 -2.33754
H -1.22808 -3.42227 -0.84060
N 0.57394 4.86607 1.32058
C 0.15709 4.88314 0.00667
C -0.03604 3.57845 -0.33192
N 0.25618 2.76635 0.73888
C 0.61082 3.56464 1.70687
H 0.80000 5.65849 1.89249
H 0.02866 5.79774 -0.54351
H -0.39778 3.16338 -1.25875
H 0.88655 3.26340 2.70527
C 3.85571 3.07439 -1.17272
N 3.98482 1.74283 -0.63771
C 5.29773 1.17372 -0.79165
C 2.85709 0.84111 -0.86662
C 2.52660 0.30115 -2.25937
C 3.26806 0.66420 -3.37918
C 2.94188 0.15497 -4.63632
C 1.86404 -0.70688 -4.74503
C 1.13698 -1.04415 -3.60004
C 1.41447 -0.57870 -2.30486
H 4.49214 3.76698 -0.60717
H 2.82133 3.40686 -1.06911
H 4.12898 3.17182 -2.23590
H 6.03941 1.83013 -0.32131
H 5.61301 1.01166 -1.83487
H 5.33631 0.20781 -0.28414
H 1.97363 1.35522 -0.47764
H 2.99919 -0.02239 -0.20842
H 4.10795 1.34436 -3.29652
H 3.51877 0.43902 -5.51157
H 1.58026 -1.10378 -5.71767
H 0.28015 -1.70970 -3.75700
```


For each record above, in turn, the calculated calculated total energy values are -3684.96443 -6118.13724 hartree.